No. 1
2 unconnected molecules or ions with the total composition C3H9NO2S at a distorted geometry. Source: the Open Molecules 2025 dataset; level of theory: ωB97M-V/def2-TZVPD.

The geometry in XYZ format:
```
16
Properties=species:S:1:pos:R:3:forces:R:3:mulliken_charge:R:1
O 0.69687 1.83384 -2.77733 -1.57 -3.09 0.80 -0.497
C 0.15866 0.71671 -2.54096 2.30 4.39 0.06 -0.325
C 0.08638 0.21302 -1.08752 -0.40 0.30 -1.12 0.474
C -0.21644 1.41821 -0.11423 1.01 -0.77 -0.36 -0.875
S -0.79187 0.57969 1.40521 -0.64 0.86 0.02 -0.185
N 1.29965 -0.57985 -0.81210 0.51 0.16 -0.44 -0.536
H -0.17206 0.21015 -3.43762 -0.45 -0.96 0.00 0.449
H -0.78626 -0.46932 -1.00562 0.34 0.36 -0.06 0.142
H 0.65679 2.04610 0.18265 -0.36 -0.77 -0.49 0.382
H -0.91192 2.12666 -0.59913 -0.02 -0.57 0.56 0.354
H -2.05530 0.47188 0.95141 0.15 -0.20 0.30 0.135
H 1.85552 -0.15973 -0.06476 -0.10 -0.16 -0.53 0.238
H 1.89119 -0.74342 -1.66128 -0.76 0.45 1.30 0.253
H -0.39997 -1.86490 3.48676 0.27 0.14 0.04 0.293
H -0.41186 -3.14367 4.38484 -0.33 0.63 -0.68 0.318
O -0.89939 -2.65537 3.68967 0.05 -0.75 0.61 -0.622
```
Positions in Å, forces in eV/Å.

For the LUMO energy, the calculation gives 0.505 eV. Its spin multiplicity is 1. Its SMILES is N[C@H](C=O)CS.O. The energy relative to the best compared isomer or geometry (same formula, charge and spin) is 241.3 kJ/mol. As for the strongest force on any atom: 5.0 eV/Å. The net charge is 0. For the orbital gap, the calculation gives 9.79 eV.

No. 2
A molecular structure, C3H9NO2S at a distorted geometry. Source: the Open Molecules 2025 dataset; level of theory: ωB97M-V/def2-TZVPD.

The geometry in XYZ format:
```
16
Properties=species:S:1:pos:R:3:forces:R:3:mulliken_charge:R:1
C 0.02096 0.66967 0.14752 0.07 0.27 0.77 -0.487
C -0.90188 1.84101 -0.13049 -0.13 0.24 -0.85 -0.687
S -0.04367 3.36057 -0.66732 0.10 -0.23 0.20 -0.215
N -0.73616 -0.54970 0.48197 -0.19 0.64 -0.35 -0.477
H 0.63612 0.89551 1.02333 -0.05 0.06 -0.02 0.279
H 0.73482 0.45108 -0.64122 -0.29 -0.08 -0.30 0.416
H -1.50643 2.10683 0.73677 0.19 0.05 0.15 0.352
H -1.61824 1.60540 -0.92191 0.06 -0.21 0.05 0.370
H 0.57304 2.79107 -1.71739 -0.07 0.07 0.07 0.121
H 0.09259 -1.46620 0.81501 0.07 -1.02 0.73 0.414
H -1.22918 -0.92770 -0.31999 0.06 0.05 -0.14 0.301
H -1.41655 -0.34332 1.20129 -0.10 -0.08 0.18 0.288
O 0.77539 -2.39920 1.10092 0.13 0.31 -0.59 -0.617
C 1.35501 -2.63080 -0.04350 0.17 0.29 0.63 0.147
O 1.10417 -2.03099 -1.07345 0.00 -0.07 -0.45 -0.586
H 2.16001 -3.37322 0.00847 -0.02 -0.28 -0.07 0.382
```
Positions in Å, forces in eV/Å.

For the LUMO energy, the calculation gives 0.525 eV. Its spin multiplicity is 1. The energy relative to the best compared isomer or geometry (same formula, charge and spin) is 104.5 kJ/mol. As for the strongest force on any atom: 1.3 eV/Å. The net charge is 0. For the orbital gap, the calculation gives 10.08 eV.

No. 3
C3H9NO2S in the gas phase at a distorted geometry. Source: the Open Molecules 2025 dataset; level of theory: ωB97M-V/def2-TZVPD.

The geometry in XYZ format:
```
16
Properties=species:S:1:pos:R:3:forces:R:3:mulliken_charge:R:1
C -1.28390 0.81166 0.84718 0.06 -1.34 1.11 -0.875
C -1.24322 -1.12953 -0.67709 1.29 1.63 -0.70 -0.875
C 0.63206 0.28659 -0.58744 1.27 1.05 -1.22 0.017
N -0.70395 0.24207 -0.35123 -2.81 -1.26 0.68 -0.046
O 1.19212 1.55280 -0.48325 0.72 -1.07 0.09 -0.542
O 3.09496 -0.01012 0.14844 0.16 -0.62 -0.49 -0.685
S 1.85671 -0.87180 0.35356 0.59 1.13 1.78 0.309
H -1.08462 0.06400 1.70559 -0.87 1.06 -0.80 0.283
H -0.77858 1.71477 1.14424 0.11 0.46 -0.20 0.320
H -2.37625 1.01551 0.66715 1.12 -0.36 0.42 0.291
H -0.69641 -1.93054 -0.21219 0.12 -0.40 1.25 0.350
H -2.33053 -1.25516 -0.49144 0.83 0.37 -0.68 0.284
H -0.78146 -1.20395 -1.67064 -1.56 -0.58 -0.59 0.326
H 1.53480 -0.48624 1.69197 -0.31 -0.55 -1.13 0.149
H 0.78278 -0.12701 -1.60340 0.26 -0.02 0.16 0.261
H 2.18549 1.32696 -0.48145 -0.97 0.50 0.32 0.434
```
Positions in Å, forces in eV/Å.

For the LUMO energy, the calculation gives 0.586 eV. Its spin multiplicity is 1. The energy relative to the best compared isomer or geometry (same formula, charge and spin) is 354.0 kJ/mol. As for the strongest force on any atom: 3.2 eV/Å. The net charge is 0. For the orbital gap, the calculation gives 9.18 eV.

No. 4
C3H9NO2S in the gas phase at a distorted geometry. Source: the Open Molecules 2025 dataset; level of theory: ωB97M-V/def2-TZVPD.

The geometry in XYZ format:
```
16
Properties=species:S:1:pos:R:3:forces:R:3:mulliken_charge:R:1
C 2.30358 0.18042 -0.15016 -1.82 4.54 -3.56 -0.398
C 1.25541 1.03436 0.58210 -1.10 1.46 0.26 -0.804
C -0.15418 1.19170 -0.13589 0.62 3.62 2.88 -0.379
H 1.28570 -1.41427 0.51940 2.46 0.09 -3.60 0.240
H 2.54065 -1.58788 -0.72648 7.68 -6.95 -3.42 0.126
H 3.09464 0.33288 0.46529 3.33 0.15 1.45 0.321
H 2.48948 0.67903 -1.28009 -0.05 -0.52 2.98 0.231
H 1.64485 2.11447 0.58437 -0.40 -1.54 0.20 0.340
H 1.01744 0.77442 1.71268 0.81 0.04 -2.39 0.342
H -0.72078 1.89167 0.74530 0.94 -1.77 -2.94 0.246
H -0.07085 1.69082 -1.14948 -0.19 -0.39 1.28 0.347
H -2.98792 -0.33029 0.00550 -4.93 -6.05 1.84 0.266
N 1.91069 -1.08708 -0.42102 -11.52 2.75 7.10 -0.412
O -2.49532 0.34219 -0.20410 4.25 6.26 -1.51 -0.389
O -0.76293 -1.14727 0.91307 -0.57 1.86 -1.91 -0.662
S -1.00193 -0.28372 -0.33609 0.48 -3.55 1.33 0.583
```
Positions in Å, forces in eV/Å.

For the LUMO energy, the calculation gives 0.815 eV. Its spin multiplicity is 1. The energy relative to the best compared isomer or geometry (same formula, charge and spin) is 491.2 kJ/mol. As for the strongest force on any atom: 13.8 eV/Å. The net charge is 0. For the orbital gap, the calculation gives 9.81 eV.